(1)
ORCA calculation (the ωB97M-V functional and the def2-TZVPD basis) on a structure of composition C57H46AlNO2P2S3.

Geometry as XYZ:
```
112
Properties=species:S:1:pos:R:3
Al 0.79946 0.05872 -2.19714
O 0.72267 0.25484 -0.50046
S -0.91054 0.11597 0.01071
C -1.08526 1.88010 0.24906
C -0.87515 2.44161 1.50608
C -1.60651 3.48702 2.01795
C -2.40952 4.17869 1.08805
C -3.32351 5.37705 1.19338
C -4.23055 5.43545 -0.06704
C -3.67421 4.28526 -0.97915
C -3.95327 3.79600 -2.20981
C -3.15676 2.75201 -2.82465
C -2.01607 2.29349 -2.14022
P -0.54592 1.93218 -3.14722
C 0.09026 3.53967 -3.54715
C -0.81109 4.45573 -4.12545
C -0.32569 5.74513 -4.38889
C 1.01717 6.09485 -4.20462
C 1.90340 5.17416 -3.69474
C 1.44223 3.86819 -3.37911
C -1.08379 1.27861 -4.76821
C -0.36391 1.74475 -5.87284
C -0.78319 1.40333 -7.13880
C -1.83852 0.58450 -7.32857
C -2.64075 0.08556 -6.22744
C -2.20689 0.44208 -4.91813
C -1.81975 2.61535 -0.77015
C -2.57406 3.70195 -0.25416
C -1.03743 -0.48476 1.75110
C -2.36828 -0.73094 1.98237
C -2.97610 -0.92217 3.28058
C -2.10348 -0.94973 4.37520
C -2.48680 -1.06840 5.76855
C -1.12961 -1.21650 6.49572
C -0.06765 -0.96257 5.39466
C 1.26716 -0.82121 5.44374
C 1.98197 -0.82593 4.16056
C 1.35744 -0.89366 2.90154
P 2.45791 -1.40496 1.51250
C 3.56060 -2.74852 2.14148
C 4.90571 -2.61211 2.15137
C 5.71773 -3.50605 2.83158
C 5.27450 -4.60956 3.48148
C 3.87042 -4.83110 3.42406
C 3.03582 -3.93667 2.80023
C 3.54345 0.06810 1.37242
C 4.49942 -0.06392 0.29439
C 5.52577 0.86058 0.25341
C 5.72202 1.75700 1.26484
C 4.75327 1.96054 2.20786
C 3.61744 1.13791 2.26220
C -0.04712 -0.76711 2.83907
C -0.71364 -0.84291 4.13190
H -0.11915 1.94513 2.15107
H -1.54748 3.76660 3.04759
H -3.81592 5.46675 2.17394
H -2.65899 6.25347 1.07825
H -5.23994 5.08213 0.11898
H -4.26798 6.33352 -0.66211
H -4.78086 4.27990 -2.71413
H -3.43340 2.43873 -3.81294
H -1.81786 4.08977 -4.31324
H -1.06969 6.50570 -4.63069
H 1.32886 7.06753 -4.59868
H 2.95561 5.50059 -3.50808
H 2.08797 3.18526 -2.84533
H 0.51345 2.47242 -5.78173
H -0.17741 1.65908 -8.02643
H -2.09430 0.26501 -8.29897
H -3.40142 -0.66509 -6.40768
H -2.70304 0.01278 -4.06851
H -3.07635 -0.80520 1.14394
H -4.04367 -0.99947 3.26131
H -2.89176 -0.12529 6.09102
H -3.19903 -1.84841 5.97590
H -0.93116 -0.52551 7.30522
H -0.98214 -2.28024 6.86771
H 1.77735 -0.76563 6.41175
H 3.07400 -0.67941 4.12588
H 5.39140 -1.67334 1.79412
H 6.81321 -3.26301 2.80634
H 5.95726 -5.31697 4.00373
H 3.42428 -5.68634 3.99893
H 1.98051 -4.13312 2.79002
H 4.29146 -0.72862 -0.53324
H 6.14275 0.84419 -0.67762
H 6.50937 2.44405 1.19584
H 4.85744 2.75264 2.90101
H 2.84298 1.35729 2.98281
S 2.82265 -0.93395 -2.79948
C 1.56250 -2.14806 -2.95519
N 0.25987 -1.77369 -2.78372
C -0.65513 -2.84618 -2.92023
C -2.03632 -2.79180 -2.79926
C -2.79632 -3.92754 -3.15390
C -2.17942 -5.10366 -3.52669
C -0.78809 -5.18337 -3.53395
C -0.02927 -4.05853 -3.24846
S 1.69124 -3.85391 -3.32315
H -2.44735 -1.82226 -2.45134
H -3.90206 -3.98455 -2.99602
H -2.82726 -5.91545 -3.76657
H -0.27026 -6.13772 -3.77883
C -0.90113 -4.99437 3.91914
C -0.88297 -5.27806 2.40655
O -0.34348 -4.13131 1.69282
H -1.28632 -5.88974 4.45035
H -1.61850 -4.22485 4.08288
H 0.10503 -4.69383 4.32623
H -1.87591 -5.55223 2.14333
H -0.19360 -6.15110 2.22333
H -1.00506 -3.43834 1.54210
```

Results
- E_HOMO (eV) = -11.57
- total charge = +2
- orbital gap (eV) = 5.7
- 2S+1 = 1

Mulliken population analysis, charges in e, atoms 1 to 8: number 1, Al, carries -0.873; number 2, O, carries 1.004; number 3, S, carries 0.575; number 4, C, carries -0.137; number 5, C, carries 0.180; number 6, C, carries -1.440; number 7, C, carries -0.062; number 8, C, carries -0.853


(2)
ORCA calculation (the ωB97M-V functional and the def2-TZVPD basis) on a structure of composition C57H46BN6OP2SZn.

Geometry as XYZ:
```
115
Properties=species:S:1:pos:R:3
Zn 1.15521 1.02378 0.27194
C 5.33105 -1.17488 -1.07350
C 4.10000 -0.53452 -1.69927
N 3.12331 0.48578 0.08166
N 3.88649 0.73674 1.25193
C 5.31430 0.62712 0.93497
B 3.27697 1.83787 2.23429
N 2.07685 1.09410 2.96477
C 1.80044 0.99874 4.24090
C 0.46929 0.53461 4.39429
C -0.05067 0.60934 3.08720
N 0.91949 0.81808 2.17850
N 2.89773 3.09953 1.48822
C 3.20826 4.38090 1.58693
C 2.57873 5.14632 0.60231
C 1.97299 4.13555 -0.23620
N 2.13961 2.93661 0.32143
H 6.13554 -1.79420 -1.50291
H 3.84246 -0.81041 -2.72757
H 5.86226 0.66719 1.88123
H 4.07357 2.09640 3.17003
H 2.58328 1.20354 4.98465
H -0.01263 0.14840 5.31641
H -1.08154 0.48368 2.81768
H 3.85997 4.64708 2.37776
H 2.61759 6.22034 0.38825
H 1.38298 4.25862 -1.13946
O -1.87284 -2.87097 -1.26876
S -1.67829 -1.58481 -0.47546
C -3.46712 -1.23456 -0.26701
C -4.22634 -2.37238 -0.00192
C -5.58188 -2.29801 0.43435
C -6.22514 -1.07281 0.35909
C -7.65012 -0.65652 0.55119
C -7.63135 0.88134 0.25067
C -6.21766 1.25160 -0.01976
C -5.67122 2.37977 -0.63178
C -4.29877 2.42553 -1.03513
C -3.48328 1.33388 -0.78748
P -1.69435 1.67117 -0.86655
C -1.34628 1.59780 -2.66177
C -2.23264 0.84662 -3.45432
C -1.74814 0.39242 -4.74855
C -0.56687 0.79160 -5.29110
C 0.17613 1.74366 -4.58578
C -0.15266 2.05941 -3.25935
C -1.73250 3.46442 -0.46176
C -2.12657 3.82590 0.85927
C -2.01659 5.14202 1.26776
C -1.48561 6.11207 0.43643
C -1.25475 5.78839 -0.89167
C -1.47916 4.50738 -1.38897
C -4.05274 0.05947 -0.32931
C -5.42475 0.04407 0.01551
C -1.23095 -2.17839 1.16821
C -2.06539 -1.99339 2.23269
C -1.77345 -2.49633 3.55425
C -0.71609 -3.33353 3.67537
C -0.21183 -4.17025 4.85470
C 0.94413 -5.04312 4.31030
C 1.07395 -4.56952 2.88815
C 2.02084 -4.88182 1.87096
C 2.01167 -4.11921 0.74873
C 1.08101 -3.12598 0.45787
P 1.52540 -1.76439 -0.71711
C 1.70769 -2.65823 -2.31035
C 2.71461 -3.61395 -2.62400
C 2.79102 -4.22865 -3.86461
C 1.87861 -3.84377 -4.84147
C 0.88456 -2.92108 -4.56279
C 0.75430 -2.31945 -3.30128
C 3.23825 -1.15185 -0.49811
C 4.40450 -1.65872 0.22692
C 5.57313 -0.81250 0.36510
C 5.68559 1.80033 0.01078
C 4.94731 1.89477 -1.08892
C 3.84711 0.91850 -1.35332
C -0.04220 -2.93843 1.34491
C 0.08022 -3.64959 2.54184
H -3.67130 -3.33093 -0.01000
H -6.01606 -3.21069 0.79782
H -7.84168 -0.85887 1.61077
H -8.38234 -1.29145 -0.08031
H -8.07828 1.41319 1.10311
H -8.28680 1.09029 -0.61072
H -6.28683 3.25438 -0.85872
H -3.85091 3.33312 -1.40720
H -3.30738 0.71855 -3.15999
H -2.50555 -0.17926 -5.31219
H -0.30197 0.44245 -6.28693
H 1.02673 2.27542 -4.97720
H 0.49817 2.71079 -2.69628
H -2.42630 3.07206 1.63189
H -2.21805 5.33651 2.31884
H -1.43420 7.12971 0.77812
H -0.91139 6.55500 -1.54972
H -1.41052 4.22936 -2.46526
H -2.97794 -1.34379 2.08325
H -2.46083 -2.24807 4.38045
H -1.13096 -4.72696 5.12628
H 0.08031 -3.50678 5.69064
H 0.64897 -6.13179 4.33414
H 1.85678 -4.84851 4.84666
H 2.74385 -5.63167 2.00605
H 2.70301 -4.29709 -0.08553
H 3.44956 -3.97758 -1.93137
H 3.51435 -5.02054 -4.05017
H 1.96541 -4.27305 -5.78926
H 0.16339 -2.74096 -5.36053
H -0.03314 -1.58876 -3.17111
H 4.55227 -2.67654 0.60896
H 6.38922 -1.39390 0.89431
H 6.50899 2.46935 0.31370
H 5.01205 2.64803 -1.86883
H 2.97334 1.35276 -1.88675
```

Results
- E_HOMO (eV) = -10.04
- total charge = +1
- orbital gap (eV) = 7.6
- 2S+1 = 1

Mulliken population analysis, charges in e, atoms 1 to 8: number 1, Zn, carries 0.189; number 2, C, carries -1.691; number 3, C, carries 0.721; number 4, N, carries -0.426; number 5, N, carries 0.004; number 6, C, carries -0.225; number 7, B, carries -0.430; number 8, N, carries 0.130


(3)
ORCA calculation (the ωB97M-V functional and the def2-TZVPD basis) on a structure of composition C57H47KO4P4S2.

Geometry as XYZ:
```
115
Properties=species:S:1:pos:R:3
K -0.39947 1.31710 -0.95215
S -0.64430 3.13493 1.82787
P -1.71689 2.09026 3.18697
C -2.96942 1.01079 2.96687
P -3.49046 -0.35203 1.99397
S -2.84178 -0.63074 0.11877
C -5.26490 -0.45342 1.66148
C -5.81908 -1.55351 1.08714
C -7.20802 -1.63595 0.95132
C -7.98166 -0.56331 1.36732
C -7.46230 0.60830 1.87302
C -6.07064 0.66572 2.02502
C -3.15805 -1.72015 3.11492
C -2.43984 -2.77235 2.60677
C -2.33278 -3.93348 3.34124
C -2.79630 -3.98687 4.65378
C -3.50607 -2.87909 5.14915
C -3.66796 -1.73288 4.39770
C -2.35272 3.25025 4.48820
C -2.42872 4.61722 4.28147
C -3.04165 5.43673 5.26243
C -3.54213 4.87994 6.41138
C -3.39382 3.49986 6.59922
C -2.69153 2.71551 5.71723
C -0.35283 1.29832 4.10011
C -0.07123 -0.08868 3.91347
C 0.79677 -0.70167 4.81915
C 1.52502 0.04049 5.74612
C 1.29694 1.41833 5.85516
C 0.41643 2.03932 4.95224
H -5.21080 -2.41496 0.80858
H -7.70666 -2.50489 0.55422
H -9.08414 -0.56503 1.29365
H -8.10905 1.47810 2.10320
H -5.58749 1.55511 2.44210
H -2.05088 -2.75542 1.57616
H -1.86925 -4.80232 2.85489
H -2.60289 -4.82368 5.34717
H -3.87443 -2.86776 6.17144
H -4.04653 -0.82708 4.84041
H -2.24932 4.97952 3.25657
H -3.10998 6.51747 5.13142
H -3.97028 5.46440 7.18737
H -3.90085 2.92484 7.40401
H -2.66072 1.64543 5.90621
H -0.51632 -0.60748 3.06961
H 0.92362 -1.81049 4.68732
H 2.26886 -0.48110 6.34492
H 1.70021 1.98961 6.67532
H 0.43166 3.14847 4.90326
O 0.56164 -0.58022 -2.42696
P 1.86288 -1.25467 -2.72136
C 3.21159 -1.04432 -1.40840
P 3.51583 0.64820 -0.80164
O 2.20216 1.41324 -0.83783
C 4.83178 1.43170 -1.85826
C 6.10153 0.86173 -1.91461
C 7.12399 1.52978 -2.61645
C 6.85230 2.58831 -3.41472
C 5.56873 3.16183 -3.42790
C 4.55997 2.56818 -2.68406
C 4.29903 0.48841 0.82072
C 5.22517 -0.48513 1.18713
C 5.76297 -0.44968 2.50230
C 5.46231 0.60155 3.34073
C 4.70897 1.71039 2.88816
C 4.06165 1.56210 1.64636
C 2.63237 -0.66370 -4.26516
C 1.79746 0.12265 -5.06251
C 2.23339 0.46637 -6.30777
C 3.47421 0.05708 -6.81032
C 4.30351 -0.64339 -5.96697
C 3.93407 -0.92382 -4.68087
C 1.68833 -3.01232 -2.82275
C 2.61942 -3.93121 -3.40141
C 2.57397 -5.27141 -3.09889
C 1.53100 -5.80504 -2.27316
C 0.60636 -4.90570 -1.76092
C 0.64953 -3.54841 -2.07026
H 4.23031 -1.42251 -1.70287
H 2.86653 -1.70075 -0.58761
H 6.28891 -0.10707 -1.47315
H 8.16640 1.15276 -2.66411
H 7.69684 3.00686 -3.96921
H 5.33684 4.02845 -4.03697
H 3.55030 2.95759 -2.72151
H 5.57327 -1.33846 0.56851
H 6.35923 -1.28939 2.87301
H 5.84319 0.62595 4.34427
H 4.58929 2.64886 3.47447
H 3.32197 2.32324 1.35040
H 0.81208 0.41948 -4.70941
H 1.50983 1.05957 -6.94609
H 3.78468 0.34596 -7.78350
H 5.30558 -0.94106 -6.29104
H 4.57886 -1.41040 -3.90815
H 3.21669 -3.50966 -4.18910
H 3.25459 -5.93340 -3.56812
H 1.42763 -6.87034 -2.04918
H -0.24038 -5.27607 -1.14101
H -0.14664 -2.86257 -1.77898
O -1.21779 2.75684 -4.54231
C -1.94755 1.79631 -4.20529
O -2.09076 1.20234 -3.09690
C -2.84087 1.04796 -5.14939
C -3.83128 1.63892 -5.87523
C -4.65484 0.81535 -6.69299
C -4.40785 -0.54274 -6.79147
C -3.42976 -1.11646 -5.99851
C -2.57241 -0.31729 -5.25462
H -4.06001 2.72252 -5.79542
H -5.49017 1.25797 -7.23420
H -4.87746 -1.15025 -7.57388
H -3.29799 -2.22212 -5.95641
H -1.72880 -0.75057 -4.75143
```

Results
- E_HOMO (eV) = -0.50
- total charge = -2
- orbital gap (eV) = 3.6
- 2S+1 = 1

Mulliken population analysis, charges in e, atoms 1 to 8: number 1, K, carries 1.330; number 2, S, carries -0.720; number 3, P, carries 0.894; number 4, C, carries -1.096; number 5, P, carries 1.235; number 6, S, carries -0.332; number 7, C, carries -0.109; number 8, C, carries -0.269


(4)
ORCA calculation (the ωB97M-V functional and the def2-TZVPD basis) on a structure of composition C57H48AsNP2SSiW.

Geometry as XYZ:
```
112
Properties=species:S:1:pos:R:3
W -0.28075 -0.30366 -0.29590
C -3.96689 0.55301 -1.16829
Si -2.31898 1.38286 -0.82132
C -2.40319 2.49226 0.67859
C -3.54811 3.19428 1.05814
C -3.50008 4.12135 2.08827
C -2.30431 4.36165 2.75313
C -1.16063 3.66296 2.40197
C -1.21320 2.72842 1.36913
P 0.27348 1.77652 0.90614
C 1.09591 1.65664 2.51962
C 2.22512 2.38868 2.87054
C 2.69923 2.34697 4.17583
C 2.04314 1.59216 5.13478
C 0.90297 0.87406 4.79445
C 0.43634 0.90562 3.49328
C 1.29273 2.87594 -0.11881
C 0.72078 3.98190 -0.74392
C 1.49663 4.79879 -1.55639
C 2.84501 4.52694 -1.73131
C 3.42091 3.42409 -1.11090
C 2.64577 2.59195 -0.32188
C -1.99707 2.46961 -2.30843
C -2.68699 3.64124 -2.61022
C -2.42023 4.32366 -3.78899
C -1.48010 3.83142 -4.68661
C -0.79084 2.66082 -4.40692
C -1.05014 1.99579 -3.21128
P -0.26013 0.45616 -2.69114
C 1.19846 0.33033 -3.74418
C 2.12013 1.37522 -3.70157
C 3.29269 1.28972 -4.43324
C 3.54467 0.16527 -5.20997
C 2.62478 -0.87282 -5.25654
C 1.45157 -0.79614 -4.51968
C -1.39708 -0.88319 -3.16686
C -2.26695 -0.80768 -4.24806
C -3.22120 -1.79631 -4.44157
C -3.33184 -2.85201 -3.54529
C -2.47727 -2.93581 -2.45542
C -1.50974 -1.95741 -2.27329
H -4.69529 1.33403 -1.40308
H -4.36639 -0.03732 -0.34603
H -3.89609 -0.09049 -2.04707
H -4.48673 3.02115 0.54350
H -4.39312 4.66198 2.37310
H -2.26560 5.08850 3.55328
H -0.23812 3.83863 2.94039
H 2.72909 3.00707 2.14050
H 3.57846 2.91824 4.44264
H 2.41358 1.56901 6.15094
H 0.38591 0.29115 5.54532
H -0.46263 0.35565 3.22818
H -0.32714 4.20973 -0.59673
H 1.04749 5.65619 -2.03960
H 3.45083 5.17671 -2.34906
H 4.47322 3.21258 -1.24737
H 3.09471 1.72347 0.14629
H -3.42520 4.03548 -1.92056
H -2.94718 5.24199 -4.01245
H -1.28053 4.36440 -5.60663
H -0.05739 2.28396 -5.10770
H 1.92201 2.25370 -3.09670
H 4.00692 2.10203 -4.40337
H 4.45654 0.10209 -5.78874
H 2.81767 -1.74163 -5.87166
H 0.73789 -1.61056 -4.55503
H -2.20900 0.03557 -4.92559
H -3.88984 -1.73752 -5.28990
H -4.08141 -3.61601 -3.70053
H -2.55403 -3.76381 -1.76253
H -0.77606 -2.14436 -1.46581
S 1.87661 -0.77121 -1.04716
C 2.32805 -2.46310 -0.66842
C 3.33942 -3.01834 -1.44418
C 3.70747 -4.33970 -1.23732
C 3.08515 -5.09894 -0.25415
C 2.09195 -4.53445 0.53468
C 1.70089 -3.22220 0.31102
As 0.54584 -2.18947 1.44378
C 1.79692 -1.93077 2.90054
C 2.86515 -1.07440 2.65044
C 3.86317 -0.92282 3.59701
C 3.79635 -1.62533 4.79399
C 2.74235 -2.49152 5.03281
C 1.74018 -2.65594 4.08277
C -0.80670 -3.37836 2.11899
C -1.40858 -3.12891 3.35066
C -2.43366 -3.95007 3.80123
C -2.87695 -5.00388 3.01358
C -2.29710 -5.23815 1.77416
C -1.26344 -4.42714 1.32399
H 3.82332 -2.42068 -2.20660
H 4.48749 -4.77718 -1.84555
H 3.38157 -6.12630 -0.09293
H 1.62849 -5.11390 1.32440
H 2.92018 -0.52651 1.71648
H 4.69408 -0.25757 3.40230
H 4.57485 -1.50516 5.53553
H 2.70197 -3.05501 5.95560
H 0.94100 -3.35996 4.26894
H -1.06429 -2.30793 3.97076
H -2.87920 -3.77519 4.77224
H -3.66907 -5.64884 3.36995
H -2.64030 -6.06330 1.16413
H -0.80057 -4.62610 0.36382
C -4.06229 -1.13985 2.44868
C -2.90315 -0.87823 1.62000
N -1.98539 -0.65645 0.96812
H -3.87492 -0.76571 3.45530
H -4.24154 -2.21390 2.49224
H -4.93245 -0.63043 2.03434
```

Results
- E_HOMO (alpha / beta) (eV) = -12.73 / -12.73
- total charge = +2
- orbital gap (alpha / beta) (eV) = 6.4 / 6.4
- 2S+1 = 1

Mulliken population analysis, charges in e, atoms 1 to 8: number 1, W, carries 0.521; number 2, C, carries -1.170; number 3, Si, carries 0.981; number 4, C, carries 0.893; number 5, C, carries -0.637; number 6, C, carries -0.840; number 7, C, carries -0.892; number 8, C, carries -0.650


Result set for calculated total energy: -4524.11626, -5488.18566, -5263.06486, -5928.48718 a.u., one per record in the order listed.
Result set for strongest force on any atom: 4.0, 4.1, 4.6, 0.5 eV Å⁻¹, one per record in the order listed.